1.
Entry from the OMol25 dataset: a cluster of 2 separate species, C2HBrClIO in total at a distorted geometry (the ωB97M-V functional and the def2-TZVPD basis).

Structure (XYZ):
```
7
Properties=species:S:1:pos:R:3:forces:R:3:mulliken_charge:R:1
C -0.455 0.093 0.677 0.44 -1.68 -3.77 -0.20
C -0.978 1.459 0.694 -1.34 0.71 -0.23 0.45
O -0.254 -0.538 1.659 0.53 -0.33 0.85 -0.41
Cl -1.286 2.214 2.161 0.07 -0.27 -0.42 -0.01
Br -0.898 2.510 -0.832 -0.02 -0.33 0.40 0.09
I -3.343 -0.903 -0.138 0.76 0.97 0.21 -0.21
H -0.230 -0.293 -0.502 -0.43 0.94 2.95 0.29
```
Positions in Å, forces in eV/Å.

Its relative energy (zero: lowest compared OMol25 entry of this formula, charge and spin) is 61.8 kcal/mol. The value obtained for the total energy is -94799.9214 eV. As for the frontier orbital gap (alpha / beta): 5.184 / 5.176 eV.

***

2.
Entry from the OMol25 dataset: a cluster of 2 separate species, C2HCl2NO in total at a distorted geometry (the ωB97M-V functional and the def2-TZVPD basis).

Structure (XYZ):
```
7
Properties=species:S:1:pos:R:3:forces:R:3:mulliken_charge:R:1
C -1.387 0.282 0.212 -0.99 0.65 0.66 0.59
C 1.746 -0.367 -0.348 -0.24 0.27 1.87 0.01
N -1.082 1.116 1.037 -0.92 -0.64 -4.34 -0.41
O -1.840 -0.377 -0.646 0.84 0.29 0.44 -0.42
Cl 1.146 -1.934 -0.401 -0.20 -0.74 -0.21 -0.02
Cl 2.263 0.162 -1.803 0.51 0.42 -1.67 -0.01
H -0.847 1.117 1.949 1.00 -0.25 3.25 0.25
```
Positions in Å, forces in eV/Å.

Its relative energy (zero: lowest compared OMol25 entry of this formula, charge and spin) is 57.0 kcal/mol. The value obtained for the total energy is -30669.5249 eV. As for the frontier orbital gap: 8.478 eV.